[1]
{"formula": "C6H12O", "method": "ωB97M-V/def2-TZVPD", "species": ["C", "C", "C", "C", "C", "C", "O", "H", "H", "H", "H", "H", "H", "H", "H", "H", "H", "H", "H"], "xyz": [[-0.053, -1.899, 0.984], [1.159, -0.930, 0.975], [0.962, 0.543, 0.627], [-0.512, 0.926, 0.293], [-0.944, 0.462, -1.097], [-0.696, 1.531, -2.112], [-0.025, 1.402, -3.106], [0.287, -2.791, 1.496], [-1.002, -1.606, 1.524], [-0.424, -2.193, -0.013], [1.702, -1.065, 1.912], [1.765, -1.431, 0.212], [1.198, 1.358, 1.364], [1.577, 0.839, -0.235], [-1.275, 0.570, 1.006], [-0.468, 2.036, 0.441], [-1.982, 0.122, -1.157], [-0.336, -0.410, -1.400], [-0.933, 2.537, -1.714]], "mulliken_charge": [-1.181, -0.357, -0.598, -0.868, -0.204, -0.176, -0.488, 0.380, 0.267, 0.295, 0.401, 0.235, 0.325, 0.262, 0.300, 0.507, 0.417, 0.150, 0.334], "smiles": "CCCCCC=O", "relative_energy_kj_mol": 129.3, "fmax_ev_per_a": 1.8, "spin_multiplicity": 1, "lumo_ev": 1.01, "gap_ev": 10.778}

=====

[2]
{"formula": "C6H12O", "method": "ωB97M-V/def2-TZVPD", "species": ["C", "C", "C", "C", "O", "C", "C", "H", "H", "H", "H", "H", "H", "H", "H", "H", "H", "H", "H"], "xyz": [[1.757, -1.112, 0.647], [0.461, -0.609, 0.009], [-0.616, -1.695, -0.001], [-0.065, 0.599, 0.759], [0.766, 1.767, 0.562], [-0.983, 1.626, 0.196], [-1.241, 1.633, -1.277], [2.136, -1.990, 0.112], [2.531, -0.338, 0.629], [1.592, -1.404, 1.692], [0.683, -0.312, -1.022], [-0.876, -1.993, 1.023], [-0.265, -2.588, -0.527], [-1.533, -1.349, -0.492], [-0.208, 0.370, 1.822], [-0.029, 2.480, 0.819], [-0.582, 1.019, -1.903], [-1.263, 2.654, -1.668], [-2.264, 1.241, -1.381]], "mulliken_charge": [-1.592, 0.655, -1.414, 0.099, -0.413, -0.468, -0.957, 0.405, 0.364, 0.346, 0.150, 0.345, 0.396, 0.332, 0.383, 0.439, 0.294, 0.337, 0.297], "relative_energy_kj_mol": 409.8, "fmax_ev_per_a": 0.4, "spin_multiplicity": 1, "lumo_ev": 1.11, "gap_ev": 9.728}

=====

[3]
{"formula": "C6H12O", "method": "ωB97M-V/def2-TZVPD", "species": ["C", "O", "C", "C", "C", "C", "C", "H", "H", "H", "H", "H", "H", "H", "H", "H", "H", "H", "H"], "xyz": [[-2.412, 0.826, -0.162], [-1.026, 0.889, -0.232], [-0.171, 0.309, 0.712], [0.031, -1.236, 0.839], [1.554, -1.003, 0.664], [1.240, 0.400, 0.097], [1.060, 0.388, -1.438], [-2.812, 1.484, 0.622], [-2.784, -0.198, -0.026], [-2.749, 1.195, -1.137], [-0.304, 0.770, 1.704], [-0.282, -1.711, 1.775], [-0.398, -1.788, -0.001], [2.095, -1.674, -0.013], [2.089, -0.992, 1.622], [1.876, 1.225, 0.442], [2.006, 0.193, -1.945], [0.342, -0.386, -1.744], [0.632, 1.323, -1.816]], "mulliken_charge": [-0.767, -0.266, -0.046, -0.806, -0.585, 0.042, -1.287, 0.253, 0.314, 0.243, 0.414, 0.349, 0.257, 0.303, 0.272, 0.330, 0.384, 0.289, 0.306], "smiles": "CO[C@H]1CC[C@H]1C", "relative_energy_kj_mol": 166.2, "fmax_ev_per_a": 0.4, "spin_multiplicity": 1, "lumo_ev": 1.09, "gap_ev": 10.559}

=====

[4]
{"formula": "C6H12O", "method": "ωB97M-V/def2-TZVPD", "species": ["C", "C", "C", "C", "O", "C", "C", "H", "H", "H", "H", "H", "H", "H", "H", "H", "H", "H", "H"], "xyz": [[0.203, -2.506, 0.735], [0.922, -1.149, 0.596], [-0.157, -0.100, 0.129], [-0.583, -0.307, -1.310], [-1.600, -0.829, -1.695], [0.289, 1.389, 0.169], [-0.607, 2.553, -0.394], [0.837, -3.376, 0.962], [-0.583, -2.450, 1.498], [-0.326, -2.692, -0.204], [1.332, -0.796, 1.554], [1.801, -1.239, -0.067], [-1.001, -0.356, 0.789], [0.136, 0.131, -2.048], [1.250, 1.386, -0.352], [0.572, 1.643, 1.194], [-1.284, 2.932, 0.369], [-1.247, 2.384, -1.264], [0.048, 3.383, -0.658]], "mulliken_charge": [-1.126, -0.485, 0.555, -0.228, -0.483, -0.931, -1.160, 0.354, 0.310, 0.289, 0.320, 0.318, 0.190, 0.362, 0.334, 0.405, 0.304, 0.333, 0.338], "smiles": "CCC(C=O)CC", "relative_energy_kj_mol": 79.3, "fmax_ev_per_a": 0.7, "spin_multiplicity": 1, "lumo_ev": 1.09, "gap_ev": 10.712}

=====

[5]
{"formula": "C6H12O", "method": "ωB97M-V/def2-TZVPD", "species": ["C", "C", "C", "C", "O", "C", "C", "H", "H", "H", "H", "H", "H", "H", "H", "H", "H", "H", "H"], "xyz": [[-1.924, -1.131, -0.561], [-0.790, -0.199, -0.187], [-1.250, 1.122, 0.457], [0.334, -0.840, 0.569], [1.299, -1.498, -0.240], [1.716, -0.345, 0.492], [2.179, 0.873, -0.277], [-2.711, -0.550, -1.061], [-1.519, -1.866, -1.263], [-2.370, -1.637, 0.301], [-0.349, 0.085, -1.162], [-0.688, 1.482, 1.330], [-2.328, 1.256, 0.625], [-0.946, 1.666, -0.416], [0.046, -1.374, 1.479], [2.364, -0.610, 1.332], [1.538, 1.093, -1.135], [3.195, 0.713, -0.653], [2.206, 1.760, 0.371]], "mulliken_charge": [-1.737, 0.809, -1.225, -0.179, -0.509, 0.013, -1.308, 0.405, 0.381, 0.363, 0.114, 0.287, 0.373, 0.315, 0.465, 0.463, 0.315, 0.374, 0.283], "smiles": "CC(C)[C@H]1O[C@H]1C", "relative_energy_kj_mol": 166.7, "fmax_ev_per_a": 2.0, "spin_multiplicity": 1, "lumo_ev": 1.11, "gap_ev": 11.060}

=====

[6]
{"formula": "C6H12O2", "method": "ωB97M-V/def2-TZVPD", "species": ["C", "C", "C", "C", "C", "C", "H", "H", "H", "H", "H", "H", "H", "H", "H", "H", "O", "H", "H", "O"], "xyz": [[0.148, -1.231, 0.787], [-1.060, -1.305, 1.350], [0.491, 1.050, -0.064], [0.528, -0.323, -0.317], [0.964, -0.904, -1.541], [1.567, -0.260, -2.601], [0.935, -1.756, 1.341], [-1.247, -1.982, 2.180], [-1.891, -0.830, 0.849], [0.994, 1.746, -0.712], [0.297, 1.420, 0.930], [0.754, -1.971, -1.630], [1.799, -0.839, -3.485], [1.734, 0.802, -2.609], [-1.657, 1.068, -1.199], [-3.077, 0.989, -1.780], [-2.505, 0.589, -1.119], [-0.075, 1.830, 2.993], [0.711, 0.525, 3.102], [0.591, 1.383, 3.527]], "mulliken_charge": [-0.551, -0.647, -1.146, 1.238, -0.276, -1.043, 0.269, 0.298, 0.236, 0.293, -0.264, 0.232, 0.241, 0.242, 0.343, 0.298, -0.729, 0.327, 0.347, -0.708], "relative_energy_kj_mol": 82.8, "fmax_ev_per_a": 1.0, "charge": -1, "spin_multiplicity": 2, "lumo_ev": [3.82, 3.73], "gap_ev": [4.272, 6.889]}

=====

[7]
{"formula": "C6H12O2", "method": "ωB97M-V/def2-TZVPD", "species": ["C", "C", "C", "C", "C", "O", "C", "H", "H", "H", "H", "H", "H", "H", "H", "H", "H", "H", "H", "O"], "xyz": [[-2.509, -0.771, -0.021], [-1.190, -0.096, -0.059], [-0.914, 0.895, 0.887], [0.289, 1.349, 1.373], [1.560, 0.620, 1.055], [2.274, 1.007, -0.078], [-0.231, -0.340, -1.150], [-2.488, -1.832, 0.193], [-3.115, -0.476, 0.843], [-3.076, -0.572, -0.930], [-1.801, 1.281, 1.398], [0.294, 2.258, 1.965], [1.224, -0.406, 0.840], [2.239, 0.627, 1.915], [-0.703, -0.383, -2.140], [0.302, -1.307, -1.055], [0.504, 0.450, -1.193], [2.413, 0.099, -0.600], [2.800, -1.332, -1.924], [2.127, -1.074, -1.320]], "mulliken_charge": [-1.328, 1.280, -0.703, -0.015, -0.742, -0.601, -1.268, 0.351, 0.400, 0.321, 0.292, 0.415, 0.366, 0.330, 0.466, 0.375, 0.395, 0.398, 0.131, -0.861], "relative_energy_kj_mol": 525.2, "fmax_ev_per_a": 1.9, "spin_multiplicity": 1, "lumo_ev": -2.25, "gap_ev": 5.996}

=====

[8]
{"formula": "C6H12O2", "method": "ωB97M-V/def2-TZVPD", "species": ["C", "C", "C", "C", "C", "C", "O", "O", "H", "H", "H", "H", "H", "H", "H", "H", "H", "H", "H", "H"], "xyz": [[0.943, 1.013, 1.395], [-0.352, 0.439, 0.756], [-1.469, 0.383, 1.770], [0.013, -0.913, 0.026], [-0.412, -1.054, -1.412], [0.370, -0.153, -2.345], [0.044, 0.800, -3.003], [1.637, -0.655, -2.556], [0.789, 1.116, 2.470], [1.849, 0.448, 1.233], [1.186, 2.018, 0.995], [-0.615, 1.132, -0.059], [-1.232, -0.408, 2.483], [-2.497, 0.113, 1.443], [-1.585, 1.275, 2.336], [1.119, -1.032, 0.093], [-0.225, -1.783, 0.657], [-0.290, -2.100, -1.768], [-1.430, -0.650, -1.500], [2.157, 0.013, -3.013]], "mulliken_charge": [-1.289, 0.967, -1.745, -1.021, -0.571, 0.606, -0.571, -0.475, 0.355, 0.350, 0.269, 0.209, 0.392, 0.330, 0.453, 0.375, 0.430, 0.352, 0.257, 0.326], "smiles": "CC(C)CCC(=O)O", "relative_energy_kj_mol": 66.3, "fmax_ev_per_a": 2.3, "spin_multiplicity": 1, "lumo_ev": 0.82, "gap_ev": 11.237}

=====

[9]
{"formula": "C6H12O2", "method": "ωB97M-V/def2-TZVPD", "species": ["C", "C", "C", "O", "H", "H", "H", "H", "H", "H", "C", "C", "C", "O", "H", "H", "H", "H", "H", "H"], "xyz": [[0.337, 1.560, -4.319], [1.543, 2.408, -4.165], [2.665, 1.814, -3.365], [2.826, 0.574, -3.215], [0.415, 1.008, -5.271], [-0.551, 2.213, -4.364], [0.198, 0.833, -3.501], [1.907, 2.599, -5.193], [1.231, 3.378, -3.733], [3.404, 2.600, -3.072], [-3.332, 2.224, -2.903], [-3.928, 1.132, -3.785], [-4.319, 1.645, -5.184], [-3.645, 2.217, -6.116], [-2.482, 2.770, -3.345], [-3.013, 1.803, -1.934], [-4.153, 2.938, -2.722], [-3.113, 0.393, -3.903], [-4.721, 0.663, -3.171], [-5.411, 1.472, -5.340]], "mulliken_charge": [-0.765, -0.374, 0.055, -0.510, 0.274, 0.130, 0.317, 0.244, 0.307, 0.310, -1.084, -0.181, 0.046, -0.513, 0.244, 0.301, 0.373, 0.224, 0.317, 0.286], "smiles": "CCC=O.CCC=O", "relative_energy_kj_mol": 242.6, "fmax_ev_per_a": 5.8, "spin_multiplicity": 1, "lumo_ev": 0.52, "gap_ev": 10.514}

=====

[10]
{"formula": "C6H12O2", "method": "ωB97M-V/def2-TZVPD", "species": ["C", "C", "C", "C", "C", "C", "O", "H", "H", "H", "H", "H", "H", "H", "H", "H", "H", "O", "H", "H"], "xyz": [[1.768, 0.614, -0.738], [1.254, 0.325, 0.438], [2.140, 0.744, 1.587], [-0.154, 0.016, 0.669], [-0.712, -0.936, -0.071], [-2.179, -1.492, 0.073], [-2.236, -2.957, 0.173], [2.825, 0.855, -0.911], [1.361, 0.534, -1.831], [2.753, 1.533, 1.203], [2.681, -0.005, 1.948], [1.384, 1.175, 2.342], [-0.716, 0.636, 1.373], [-0.247, -1.478, -0.800], [-2.697, -1.235, -0.880], [-2.729, -0.977, 0.846], [-1.941, -3.338, 1.066], [-1.050, 2.344, -2.187], [-1.258, 1.359, -2.528], [-0.248, 2.282, -1.771]], "mulliken_charge": [-1.081, 0.999, -1.281, -0.188, -0.457, -0.575, -0.540, 0.274, 0.246, 0.380, 0.328, 0.304, 0.239, 0.488, 0.231, 0.334, 0.308, -0.647, 0.330, 0.309], "smiles": "C=C(C)/C=C/CO.O", "relative_energy_kj_mol": 355.1, "fmax_ev_per_a": 5.9, "spin_multiplicity": 1, "lumo_ev": 0.71, "gap_ev": 9.963}

=====

[11]
{"formula": "C6H12O2", "method": "ωB97M-V/def2-TZVPD", "species": ["C", "C", "O", "C", "C", "C", "C", "H", "H", "H", "H", "H", "H", "H", "H", "H", "H", "O", "H", "H"], "xyz": [[1.723, -0.533, 2.504], [0.936, 0.279, 1.916], [1.369, 1.612, 1.684], [-0.420, 0.086, 1.341], [-0.614, 0.718, 0.231], [-1.933, 0.818, -0.575], [-2.962, -0.305, -0.181], [2.726, -0.245, 2.830], [1.394, -1.575, 2.632], [2.183, 1.604, 1.092], [-1.131, -0.614, 1.909], [0.098, 1.366, -0.262], [-2.335, 1.751, -0.311], [-1.752, 0.823, -1.767], [-3.065, -0.475, 0.798], [-3.885, -0.380, -0.893], [-2.525, -1.287, -0.591], [3.688, -1.026, -4.271], [3.135, -0.627, -3.675], [3.370, -1.990, -4.411]], "mulliken_charge": [-0.739, 0.240, -0.525, -0.254, -0.086, -0.353, -1.155, 0.274, 0.249, 0.329, 0.205, 0.301, 0.292, 0.265, 0.376, 0.296, 0.285, -0.633, 0.300, 0.334], "smiles": "C=C(O)/C=C/CC.O", "relative_energy_kj_mol": 355.6, "fmax_ev_per_a": 7.4, "spin_multiplicity": 1, "lumo_ev": 0.39, "gap_ev": 9.368}

=====

[12]
{"formula": "C6H12O2", "method": "ωB97M-V/def2-TZVPD", "species": ["C", "C", "C", "C", "C", "C", "O", "O", "H", "H", "H", "H", "H", "H", "H", "H", "H", "H", "H", "H"], "xyz": [[2.649, 1.171, -0.279], [1.660, 0.335, -0.022], [0.173, 0.795, 0.169], [-0.314, 0.455, 1.572], [-0.640, 0.282, -1.004], [-1.351, -1.135, -0.817], [-0.491, -2.183, -0.492], [-2.401, -1.021, 0.106], [2.477, 2.231, -0.396], [3.673, 0.848, -0.383], [1.852, -0.727, 0.053], [0.179, 1.888, 0.084], [-0.184, -0.597, 1.816], [0.257, 1.022, 2.305], [-1.361, 0.729, 1.680], [-1.460, 0.973, -1.201], [-0.044, 0.198, -1.912], [-1.757, -1.415, -1.804], [-0.064, -1.978, 0.349], [-2.851, -1.871, 0.175]], "mulliken_charge": [-0.747, -0.206, 0.440, -1.506, -0.884, -0.034, -0.536, -0.505, 0.273, 0.279, 0.217, 0.393, 0.272, 0.460, 0.321, 0.380, 0.364, 0.404, 0.319, 0.297], "smiles": "C=C[C@H](C)CC(O)O", "relative_energy_kj_mol": 152.1, "fmax_ev_per_a": 2.4, "spin_multiplicity": 1, "lumo_ev": 0.84, "gap_ev": 10.680}

=====

[13]
{"formula": "C6H12O2", "method": "ωB97M-V/def2-TZVPD", "species": ["C", "C", "C", "C", "C", "O", "C", "H", "H", "H", "H", "H", "H", "H", "H", "H", "H", "H", "H", "O"], "xyz": [[-2.068, 0.245, -0.893], [-0.656, 0.072, -0.401], [-0.274, -1.152, -0.064], [0.983, -1.713, 0.369], [2.191, -1.379, -0.047], [3.175, -1.942, 0.578], [0.274, 1.224, -0.683], [-2.664, -0.303, -0.071], [-2.333, 1.264, -0.578], [-2.053, -0.168, -1.909], [-1.029, -1.951, 0.012], [0.721, -2.324, 1.294], [2.498, -0.958, -0.951], [3.100, -1.688, 1.603], [0.191, 1.559, -1.744], [1.304, 0.989, -0.671], [0.157, 2.074, -0.025], [-0.456, 1.846, 1.545], [-1.849, 1.842, 1.323], [-1.211, 2.462, 1.313]], "mulliken_charge": [-1.207, 0.615, -0.497, -0.360, -0.069, -0.422, -0.936, 0.396, 0.371, 0.377, 0.399, 0.326, 0.486, 0.414, 0.326, 0.337, 0.432, 0.357, 0.280, -0.627], "relative_energy_kj_mol": 291.2, "fmax_ev_per_a": 6.1, "charge": 1, "spin_multiplicity": 2, "lumo_ev": [-4.36, -7.79], "gap_ev": [9.968, 7.238]}